--- a ---
# C3H5N2O2

2 unconnected molecules or ions with the total composition C3H5N2O2 (ωB97M-V with the def2-TZVPD basis set, the OMol25 dataset).

Last columns: bonded neighbours and bond lengths (Å).
Cartesian coordinates (Å):
1 C -1.608 1.418 -0.764  N4 1.306, O7 1.268, H8 1.203
2 C 1.092 -0.523 0.274  C3 1.497, N5 1.170
3 C 0.045 -1.414 0.867  C2 1.497, H10 1.114, H11 1.056, H12 1.057
4 N -0.465 1.570 -0.151  C1 1.306, H9 0.978
5 N 2.228 -0.603 0.007  C2 1.170, O6 1.191
6 O 3.276 -0.163 -0.348  N5 1.191
7 O -1.921 1.995 -1.849  C1 1.268
8 H -2.262 0.576 -0.208  C1 1.203
9 H 0.180 2.061 -0.699  N4 0.978
10 H 0.716 -2.134 1.388  C3 1.114
11 H -0.544 -1.894 0.133  C3 1.056
12 H -0.735 -0.889 1.350  C3 1.057

The LUMO energy is 3.7 eV. As for the total charge: -1. The calculation puts the highest occupied orbital energy at -0.1296 hartree.

Mulliken population analysis, charges in e, atoms 1 to 5: 0.17, 0.20, -0.94, -0.64, 0.51

--- b ---
# C3H5N2O2

A gas-phase ion, C3H5N2O2 (charge -1) (ωB97M-V with the def2-TZVPD basis set, the OMol25 dataset).

Last columns: bonded neighbours and bond lengths (Å).
Cartesian coordinates (Å):
1 C 0.154 -0.594 0.600  C2 1.504, N4 1.393, N5 1.583, H8 1.023
2 C -0.015 -1.307 -0.713  C1 1.504, N5 1.466, H9 1.085, H10 1.033
3 C -0.412 1.582 -0.113  N4 1.259, O7 1.378, H11 1.017
4 N -0.178 0.745 0.797  C1 1.393, C3 1.259
5 N 1.370 -1.086 -0.285  C1 1.583, C2 1.466, O6 1.307
6 O 2.100 -1.972 0.339  N5 1.307
7 O -0.870 2.814 0.301  C3 1.378, H12 0.964
8 H 0.123 -1.307 1.333  C1 1.023
9 H -0.376 -2.328 -0.772  C2 1.085
10 H -0.300 -0.827 -1.582  C2 1.033
11 H -0.391 1.353 -1.104  C3 1.017
12 H -1.205 2.928 1.199  O7 0.964

The LUMO energy (alpha / beta) is 3.6 / 3.6 eV. As for the total charge: -1. The SMILES is [O-]N1C[C@@H]1/N=C/O. The calculation puts the highest occupied orbital energy (alpha / beta) at -0.0642 / -0.0642 hartree.

Mulliken population analysis, charges in e, atoms 1 to 5: -0.20, -0.79, 0.02, -0.43, -0.24

--- c ---
# C3H5N2O2

A gas-phase ion, C3H5N2O2 (charge -1) (ωB97M-V with the def2-TZVPD basis set, the OMol25 dataset).

Last columns: bonded neighbours and bond lengths (Å).
Cartesian coordinates (Å):
1 C 1.307 1.816 -0.018  N4 1.306, O7 1.344, H8 1.190
2 C -0.682 0.428 0.456  C3 1.494, N4 1.350, H9 1.045
3 C -0.520 -0.988 0.008  C2 1.494, H10 1.166, H11 1.187, H12 1.118
4 N 0.057 1.535 0.235  C1 1.306, C2 1.350
5 N 2.228 -0.285 0.201  O6 1.269, O7 1.351
6 O 3.335 -0.905 0.187  N5 1.269
7 O 2.358 0.998 -0.202  C1 1.344, N5 1.351
8 H 1.668 2.898 -0.359  C1 1.190
9 H -1.665 0.696 0.686  C2 1.045
10 H -0.259 -1.043 -1.127  C3 1.166
11 H -1.542 -1.571 0.161  C3 1.187
12 H 0.224 -1.557 0.619  C3 1.118

The LUMO energy (alpha / beta) is 4.3 / 4.4 eV. As for the total charge: -1. The calculation puts the highest occupied orbital energy (alpha / beta) at -0.0567 / -0.0799 hartree.

Mulliken population analysis, charges in e, atoms 1 to 5: -0.04, -0.22, -0.70, -0.49, 0.01

Which one is most stable, and which one is least stable? a is the most stable of them, while c is the least stable.